Density functional theory data (wB97M-V/def2-TZVPD) for a molecular structure, C48H51N8O5ScSi at a distorted geometry.

- Energy relative to the best compared isomer or geometry (same formula, charge and spin): 0.0 kcal/mol
- Charge: -2
- Electronic energy: -3724.1908 Ha

```
114
C48H51N8O5ScSi | OMol25 | wB97M-V/def2-TZVPD
Sc 1.47697 0.27889 1.75834
N -0.67248 -0.52899 -3.10839
C -0.66573 -0.04955 -1.83612
O -1.05535 1.07607 -1.63346
C -0.28069 -1.05487 -0.78108
C -0.41864 -0.49812 0.63347
H -0.71103 0.16918 -3.87342
H -0.04404 -1.28390 -3.37442
H 0.69457 -1.53683 -0.92465
H -0.84922 -1.93228 -0.92118
H -0.93167 -1.24272 1.25575
H -1.13579 0.32655 0.52486
C 1.22676 2.70203 6.02407
Si 2.35750 1.44792 5.16957
C 3.73655 2.42738 4.38985
C 3.18520 0.47892 6.55608
N 1.60313 0.29873 4.06344
C 1.02212 -0.83734 4.65884
C 0.32674 -0.75517 5.96095
C -0.12250 -1.91759 6.56788
C -0.06957 -3.16862 5.89125
C 0.57883 -3.23083 4.66892
C 1.00781 -2.06436 4.05439
O 1.72200 -2.07101 2.87763
C 1.71395 -3.19511 2.03253
C 2.92300 -3.71281 1.59377
C 2.95505 -4.78491 0.67526
C 1.79206 -5.37173 0.23236
C 0.62446 -4.76115 0.60731
C 0.58305 -3.68824 1.44138
H 0.74423 3.48470 5.43122
H 1.88475 3.29997 6.67203
H 0.36637 2.13481 6.45254
H 4.38897 2.86688 5.13036
H 3.44002 3.12699 3.60942
H 4.38162 1.70967 3.86490
H 2.63898 -0.40648 6.87149
H 3.40889 1.09431 7.44038
H 4.13650 0.09648 6.09012
H 0.29771 0.15696 6.59612
H -0.55681 -1.83729 7.49825
H -0.38728 -4.08584 6.33405
H 0.58003 -4.21841 4.19057
H 3.85821 -3.35311 1.94221
H 3.90693 -5.14127 0.35162
H 1.83540 -6.29448 -0.32411
H -0.34025 -5.23529 0.18601
H -0.38515 -3.26664 1.72688
C -1.02083 -1.28126 -10.58847
O 0.18603 -0.56806 -10.64061
C 0.63756 -0.19506 -9.39019
C 1.62284 -0.99136 -8.78872
C 1.92295 -0.81773 -7.44924
C 1.20581 0.13949 -6.60541
C 0.32697 0.99557 -7.36429
C -0.00017 0.81318 -8.69232
N 1.40912 0.30127 -5.35771
N 2.10746 -0.66293 -4.63814
C 2.30810 -0.40517 -3.39180
C 2.81269 -1.52693 -2.64073
C 3.04554 -1.40391 -1.36828
C 2.86334 -0.15491 -0.56813
O 3.09283 -0.28808 0.80906
C 2.43883 0.93658 -1.15541
N 2.23490 2.20719 -0.61298
C 2.01567 3.34294 -1.34651
C 1.79160 3.33751 -2.70587
C 1.81990 2.03435 -3.26248
C 2.16891 0.91245 -2.62639
H -1.55716 -1.13628 -11.54352
H -1.59148 -0.93619 -9.71811
H -0.81429 -2.36203 -10.49458
H 2.06727 -1.78587 -9.45952
H 2.67818 -1.45534 -6.96633
H -0.17442 1.77942 -6.84293
H -0.73090 1.46227 -9.15862
H 2.79835 -2.46142 -3.20932
H 3.37052 -2.27531 -0.82525
H 1.90500 4.33718 -0.79000
H 1.72798 4.25742 -3.21019
H 1.55715 1.99070 -4.35769
C -4.32913 -2.43079 -0.00268
C -4.52968 -0.97497 0.14535
C -3.78365 -0.07580 -0.54868
C -3.97333 1.30147 -0.35723
C -4.90643 1.75312 0.56941
N -5.13138 3.15530 0.73594
C -4.12585 3.99213 0.25676
O -4.32383 4.72917 -0.68499
N -2.92142 3.87853 0.86185
C -2.49202 3.05049 1.91220
C -3.26549 2.77523 2.97420
C -2.79535 1.95135 3.99288
C -1.54592 1.42465 3.84335
N -0.79044 1.67339 2.81466
C -1.23675 2.48570 1.86968
C -5.71069 0.84673 1.30795
C -5.51266 -0.49120 1.06197
H -4.54786 -2.85010 0.95998
H -3.29407 -2.63304 -0.31018
H -4.91105 -2.96865 -0.77808
H -2.95935 -0.34039 -1.22262
H -3.37495 2.00782 -0.89385
H -6.00446 3.42521 0.28983
H -2.13497 4.20490 0.29655
H -4.30516 3.00836 2.96040
H -3.40148 1.76674 4.90069
H -1.11497 0.77322 4.66193
H -0.54132 2.64269 1.02176
H -6.43130 1.18113 2.04281
H -6.04813 -1.18459 1.66351
C 2.28642 2.32353 0.87262
H 1.76962 3.27916 1.24000
H 3.38867 2.52832 1.25349
```

Löwdin population analysis, charges in e, atoms 1 to 5: atom 1 (Sc): 1.01, atom 2 (N): 0.17, atom 3 (C): -0.58, atom 4 (O): 0.03, atom 5 (C): -0.22


Density functional theory data (wB97M-V/def2-TZVPD) for a molecular structure, C48H52BrInN9O14S at a distorted geometry.

- Charge: -1
- Electronic energy: -6567.9600 Ha

```
126
C48H52BrInN9O14S | OMol25 | wB97M-V/def2-TZVPD
N 4.94042 4.18976 0.97893
C 4.41064 2.76915 0.71400
O 5.27467 1.74091 0.65895
C 2.80130 2.57768 0.46240
C 2.16359 1.26122 1.27260
In -0.05178 1.21107 0.66306
Br -1.07214 3.52375 1.49714
C -1.17483 -0.59105 1.45007
C -2.15642 -1.25735 0.27115
C -3.66637 -0.62425 0.34813
C -4.25032 -0.03902 -1.06742
C -3.22286 0.93109 -1.89817
C -3.42768 2.53853 -1.65214
C -4.18365 2.94033 -0.25451
S -6.02717 3.34038 -0.46522
C -6.54531 3.90423 1.26831
N -7.79922 3.62736 2.06893
N -7.50785 4.31196 3.27021
C -6.13902 5.01546 3.33083
O -5.55737 4.73164 1.99844
H 5.64381 4.38820 0.20561
H 4.15060 4.86139 0.75663
H 2.53302 2.42051 -0.68833
H 2.15091 3.49940 0.80978
H 2.74178 0.29094 0.96123
H 2.18713 1.39906 2.43809
H -0.03797 1.18885 -1.16149
H -0.37057 -1.38476 1.83472
H -1.85574 -0.29315 2.37564
H -1.65753 -1.23469 -0.78713
H -2.22927 -2.41066 0.57051
H -4.38750 -1.52472 0.65535
H -3.69135 0.12377 1.24747
H -5.32295 0.47297 -0.96708
H -4.44131 -0.99024 -1.76319
H -2.08561 0.66853 -1.75938
H -3.45261 0.74184 -3.05437
H -2.33219 3.00826 -1.59039
H -3.94955 3.09621 -2.56340
H -3.68839 3.96360 0.10884
H -4.04307 2.18311 0.62636
H -5.66129 5.62272 4.23780
C -5.82537 -3.57263 -6.64781
C -5.37918 -2.25591 -6.77159
C -4.33919 -1.79062 -5.96454
C -3.74745 -2.65783 -5.03580
C -4.19857 -3.97791 -4.90409
C -5.24126 -4.43100 -5.71474
N -2.63678 -2.18221 -4.20233
O -2.27910 -1.00233 -4.33520
O -2.11780 -2.98834 -3.41693
H -6.63280 -3.93252 -7.28322
H -5.84045 -1.59251 -7.50007
H -4.00289 -0.76182 -6.07323
H -3.75167 -4.66017 -4.18399
H -5.59655 -5.45494 -5.62219
C 5.31706 4.61856 4.29972
C 6.69359 4.83931 4.36744
C 7.27240 5.29058 5.55518
C 6.46020 5.51419 6.67549
C 5.07695 5.30077 6.60802
C 4.50916 4.85212 5.41388
N 7.06613 5.96420 7.93439
O 8.29055 6.15988 7.94847
O 6.31978 6.11859 8.91172
H 4.87110 4.26128 3.37307
H 7.31643 4.65644 3.49441
H 8.34667 5.45776 5.59178
H 4.43417 5.47503 7.46838
H 3.43677 4.68056 5.35233
C -10.17040 -3.98702 -1.28703
C -9.86615 -2.76572 -1.89037
C -9.36928 -2.73411 -3.19480
C -9.18443 -3.93680 -3.89060
C -9.48178 -5.16471 -3.28457
C -9.97542 -5.18382 -1.97858
N -8.68651 -3.90874 -5.27109
O -8.41699 -2.80391 -5.76548
O -8.56814 -4.99043 -5.86437
H -10.56290 -4.00628 -0.27176
H -10.01941 -1.83728 -1.34442
H -9.13708 -1.77423 -3.65094
H -9.33844 -6.10589 -3.81125
H -10.21211 -6.13179 -1.50047
C 1.06144 -2.94881 -3.42002
C 2.36196 -2.47578 -3.23828
C 3.37448 -2.85518 -4.12160
C 3.07111 -3.70899 -5.19107
C 1.76799 -4.19151 -5.37139
C 0.76436 -3.80737 -4.47985
N 4.12567 -4.09109 -6.13783
O 5.26976 -3.65871 -5.93335
O 3.81101 -4.82035 -7.08926
H 0.27411 -2.64570 -2.73195
H 2.58599 -1.80815 -2.40904
H 4.38288 -2.47785 -3.96634
H 1.51966 -4.85865 -6.19419
H -0.25100 -4.17414 -4.61310
C 7.83573 0.67910 -0.13746
C 8.12477 -0.36161 0.74658
C 9.44085 -0.80004 0.90508
C 10.46498 -0.18327 0.17330
C 10.17662 0.85655 -0.72062
C 8.85624 1.28449 -0.87275
N 11.85377 -0.62251 0.35443
O 12.06578 -1.55806 1.14024
O 12.73481 -0.03034 -0.28522
H 6.80877 1.02129 -0.25346
H 7.32379 -0.82943 1.31502
H 9.64967 -1.61217 1.59804
H 10.96105 1.34076 -1.29852
H 8.62258 2.09299 -1.56194
C -0.18163 -1.75201 6.74373
C 0.99997 -2.10698 6.09106
C 1.82034 -1.11932 5.54249
C 1.44836 0.22719 5.65785
C 0.25883 0.58584 6.30581
C -0.55488 -0.41096 6.84796
N 2.31922 1.27174 5.10560
O 3.35351 0.91302 4.52312
O 1.97278 2.45204 5.25694
H -0.81522 -2.52528 7.17479
H 1.28335 -3.15440 6.01258
H 2.73797 -1.41229 5.03704
H -0.04443 1.62663 6.39820
H -1.47876 -0.14251 7.35554
```

Löwdin population analysis, charges in e, atoms 1 to 5: atom 1 (N): 0.05, atom 2 (C): -0.28, atom 3 (O): -0.09, atom 4 (C): -0.22, atom 5 (C): -0.31


Density functional theory data (wB97M-V/def2-TZVPD) for a molecular structure, C48H52CaGe2N9OS at a distorted geometry.

- Energy relative to the best compared isomer or geometry (same formula, charge and spin): 50.5 kcal/mol
- Charge: -1
- Electronic energy: -7658.1212 Ha

```
114
C48H52CaGe2N9OS | OMol25 | wB97M-V/def2-TZVPD
Ca 0.08309 0.55193 -1.32684
C -3.90792 3.71458 -2.12910
C -2.77922 2.85387 -1.58611
Ge -1.29005 3.94571 -0.74277
C -0.20878 4.91800 -2.16396
C -1.03712 5.83537 -3.05205
C -2.14852 5.38557 0.32131
C -1.79518 5.22655 1.60709
Ge -0.55740 3.58587 1.63957
C 1.28404 4.21827 2.23762
C 1.61875 4.12046 3.71563
C -1.48713 2.05144 2.61164
C -1.75257 2.16798 4.10278
C -2.21697 6.09313 2.69875
C -3.01591 7.22333 2.49664
C -3.41111 8.01737 3.55410
C -3.02546 7.70211 4.84718
C -2.23378 6.58720 5.06917
C -1.83067 5.80116 4.00662
H -4.73739 3.09492 -2.47028
H -3.56277 4.31238 -2.96911
H -4.27468 4.38765 -1.35562
H -2.35134 2.23656 -2.37544
H -3.16916 2.18044 -0.81938
H 0.32599 4.18380 -2.76324
H 0.53774 5.50663 -1.62738
H -1.61183 5.25826 -3.77410
H -0.38855 6.51667 -3.60591
H -1.72801 6.43058 -2.45563
H -2.77937 6.20204 -0.01256
H 1.35459 5.25542 1.91074
H 2.01317 3.64113 1.67407
H 0.98102 4.76722 4.31732
H 2.65444 4.41819 3.88439
H 1.52126 3.09430 4.06406
H -0.88414 1.16958 2.41153
H -2.43756 1.95316 2.07970
H -0.82423 2.29635 4.65813
H -2.22986 1.25351 4.46526
H -2.41179 3.00980 4.31077
H -3.32974 7.48100 1.49636
H -4.02638 8.88916 3.36921
H -3.34109 8.32591 5.67194
H -1.93363 6.33333 6.07748
H -1.20671 4.93527 4.17540
C 0.39356 -1.19567 -4.84051
N 0.49224 0.14277 -4.30128
C -0.60563 0.96165 -4.77353
C 1.76253 0.75514 -4.64374
C 2.23071 1.80469 -3.65477
C 3.30819 2.58718 -4.06738
C 3.84814 3.54575 -3.23341
C 3.30008 3.71032 -1.97387
C 2.23459 2.91968 -1.57674
C 1.65406 1.93978 -2.38696
H 0.48410 -1.20660 -5.94449
H -0.57049 -1.62090 -4.56514
H 1.18793 -1.81617 -4.42034
H -0.62288 1.03643 -5.87656
H -0.51752 1.96256 -4.35456
H -1.54487 0.53310 -4.43386
H 1.72353 1.20165 -5.65883
H 2.52510 -0.03231 -4.67968
H 3.72594 2.44156 -5.05953
H 4.67849 4.15739 -3.56552
H 3.70618 4.44813 -1.29529
H 1.82733 3.09376 -0.58807
C 0.34584 -12.83327 2.96026
O 1.10848 -12.30805 1.89938
C 0.97498 -10.98018 1.61296
C 1.74171 -10.49376 0.55174
C 1.69930 -9.15979 0.21227
C 0.88464 -8.27304 0.92157
C 0.08813 -8.77765 1.94962
C 0.13031 -10.11028 2.29889
C 0.81168 -6.86040 0.62933
N -0.13680 -6.07136 1.08313
C 0.13133 -4.83396 0.59714
C 1.29640 -4.86966 -0.17324
N 1.71014 -6.17275 -0.14436
C 1.84349 -3.72602 -0.79799
C 3.00968 -3.71238 -1.57522
C 3.44121 -2.51924 -2.10896
C 2.69695 -1.36363 -1.85401
N 1.58902 -1.36413 -1.15329
C 1.14301 -2.49935 -0.61546
C -0.06792 -2.44950 0.17636
N -0.67174 -1.26504 0.30570
C -1.77437 -1.18307 1.00818
C -2.36138 -2.27683 1.64992
C -1.77357 -3.51382 1.52089
C -0.59004 -3.61884 0.78304
H 0.58387 -13.89609 3.00437
H -0.72948 -12.71793 2.78223
H 0.60597 -12.35982 3.91463
H 2.36247 -11.18956 0.00668
H 2.28718 -8.81844 -0.62755
H -0.56436 -8.09560 2.46994
H -0.49683 -10.45989 3.10477
H 2.53664 -6.54130 -0.57945
H 3.56133 -4.62826 -1.74519
H 4.33655 -2.47040 -2.71029
H 3.01459 -0.39795 -2.22423
H -2.22837 -0.20248 1.06376
H -3.26015 -2.14948 2.23303
H -2.19808 -4.40173 1.96484
N 0.74415 1.34007 0.72023
C 1.74724 0.96957 1.20334
N 2.77695 0.45485 1.68917
C 3.71902 0.85987 2.45642
N 4.59404 1.11479 3.16832
S -3.79832 -2.24809 -1.81944
C -2.67720 -1.12616 -2.01185
N -1.85713 -0.30308 -2.15249
```

Löwdin population analysis, charges in e, atoms 1 to 5: atom 1 (Ca): 1.18, atom 2 (C): -0.18, atom 3 (C): -0.37, atom 4 (Ge): 0.90, atom 5 (C): -0.35


Density functional theory data (wB97M-V/def2-TZVPD) for a molecular structure, C48H53AsN4O3P2S3W at a distorted geometry.

- Charge: +2
- Multiplicity: 3
- Electronic energy: -6485.3139 Ha

```
115
C48H53AsN4O3P2S3W | OMol25 | wB97M-V/def2-TZVPD
W -0.84238 0.27364 -0.30633
S 0.29428 1.33377 1.85741
P 1.88710 0.91147 0.67269
C 1.27704 0.08089 -0.66159
P 1.27949 0.35779 -2.30904
S -0.58221 0.99028 -2.87804
C 2.51187 1.52223 -2.93694
C 2.17285 2.58082 -3.78077
C 3.16435 3.44618 -4.24582
C 4.48516 3.26968 -3.84874
C 4.82805 2.21621 -3.00788
C 3.85604 1.34794 -2.55837
C 1.58712 -1.14047 -3.24708
C 1.02551 -1.33763 -4.50925
C 1.38398 -2.44457 -5.26843
C 2.30673 -3.36286 -4.77950
C 2.87431 -3.16345 -3.52765
C 2.51404 -2.05525 -2.76976
C 2.84333 2.40627 0.26250
C 4.11728 2.63516 0.76996
C 4.83008 3.78435 0.43326
C 4.27830 4.72061 -0.42297
C 3.00445 4.51213 -0.94392
C 2.28109 3.38324 -0.58188
C 2.98678 -0.07411 1.68615
C 4.06773 -0.71898 1.08839
C 4.90856 -1.52893 1.82987
C 4.67236 -1.70570 3.19194
C 3.60622 -1.06589 3.79958
C 2.76695 -0.25073 3.04602
H 1.13265 2.74735 -4.05770
H 2.91914 4.25594 -4.92808
H 5.25151 3.94851 -4.21575
H 5.85999 2.07335 -2.69602
H 4.14483 0.53074 -1.90505
H 0.31819 -0.62355 -4.90946
H 0.94646 -2.59033 -6.24850
H 2.60443 -4.21919 -5.37832
H 3.61862 -3.86186 -3.14089
H 2.95596 -1.89814 -1.78608
H 4.57755 1.91132 1.44158
H 5.83044 3.94347 0.82817
H 4.84944 5.59927 -0.71443
H 2.58095 5.22509 -1.64629
H 1.30548 3.20511 -1.01057
H 4.24142 -0.61054 0.02285
H 5.74638 -2.02626 1.34974
H 5.32213 -2.35371 3.76756
H 3.43057 -1.19755 4.86006
H 1.92725 0.23031 3.52055
C -1.84863 -3.36764 -2.31779
C -2.29876 -2.04499 -2.04332
O -1.54059 -1.36950 -1.30856
N -3.37559 -1.48194 -2.44208
C -3.76439 -0.10725 -2.16614
C -3.96961 0.25357 -0.70972
C -5.17265 0.09819 -0.10006
C -5.37930 0.63084 1.15280
C -4.36583 1.34161 1.76030
C -3.17159 1.39066 1.13897
N -3.01888 0.81406 -0.02100
H -0.80383 -3.32848 -2.62651
H -2.47322 -3.88033 -3.05963
H -1.92027 -3.90412 -1.37095
H -3.91372 -2.06418 -3.06611
H -4.72823 0.04334 -2.63981
H -3.04919 0.54979 -2.63055
H -5.97995 -0.41203 -0.61347
H -6.33733 0.51841 1.65196
H -4.49845 1.78471 2.73742
H -2.25323 1.77320 1.55731
N 0.96320 -2.99089 1.33910
N 0.31242 -2.64507 0.13755
H 1.47163 -2.17319 1.66898
H 1.63453 -3.73433 1.18318
H -0.44121 -3.28971 -0.03280
H 0.92315 -2.62883 -0.67213
O -1.47473 -0.96969 1.39680
S -2.69514 -1.30646 2.21916
C -2.10664 -1.31315 3.89777
C -2.13397 -2.45382 4.68895
C -1.65375 -2.37734 5.99664
C -1.16394 -1.18082 6.51492
C -1.17619 -0.03802 5.72177
C -1.64557 -0.09688 4.41868
C -3.03042 -3.00951 1.93973
C -4.36026 -3.39510 1.81234
C -4.65393 -4.74959 1.62521
C -3.62423 -5.67308 1.55113
C -2.29480 -5.26516 1.69390
C -1.98161 -3.93596 1.90483
H -2.50966 -3.39972 4.31167
H -1.65515 -3.26607 6.61552
H -0.79066 -1.14524 7.53847
H -0.80070 0.89197 6.11717
H -1.59617 0.79155 3.80059
H -5.16488 -2.66215 1.85015
H -5.68575 -5.07434 1.51974
H -3.84691 -6.72384 1.40859
H -1.50775 -6.00735 1.65760
H -0.93906 -3.62630 2.05802
C -3.33711 3.95424 -0.51039
As -1.41617 3.83765 -0.51324
C -0.72562 4.81453 0.96509
C -0.91457 4.67041 -2.15394
O -0.77961 2.31059 -0.46452
H -3.54863 4.93381 -0.93392
H -3.74754 3.87915 0.48818
H -3.75459 3.20029 -1.16812
H -1.03015 4.34020 1.89184
H 0.35964 4.77209 0.89013
H -1.09259 5.83184 0.90521
H -1.39673 5.64991 -2.21057
H -1.24327 4.04161 -2.97829
H 0.16857 4.76041 -2.18101
```

Löwdin population analysis, charges in e, atoms 1 to 5: atom 1 (W): 1.37, atom 2 (S): 0.47, atom 3 (P): 0.51, atom 4 (C): -0.68, atom 5 (P): 0.50